(1)
53
Properties=species:S:1:pos:R:3:forces:R:3:mulliken_charge:R:1 method="wB97M-V/def2-TZVPD" e_above_lowest_kj_mol=33.06 homo_lumo_gap_ev=8.553 smiles="Cc1oc(-c2ccc(Cl)cc2)nc1CN1CCC(C(=O)NCc2cccs2)CC1"
C 1.34247 0.30954 -4.45011 -0.294 -0.031 0.078 -1.637
C 0.65750 -0.03274 -3.18004 0.812 -0.698 0.492 0.236
O -0.52702 0.56075 -2.88071 -0.438 0.236 0.068 -0.369
C -0.89331 0.04567 -1.68871 0.856 -0.820 0.190 -0.369
C -2.10696 0.47026 -1.02995 -0.545 0.343 -0.004 0.325
C -2.40794 -0.00457 0.24738 0.075 0.062 -0.299 0.097
C -3.54762 0.42068 0.89741 -0.181 0.043 -0.068 -1.011
C -4.39336 1.32426 0.27070 0.256 -0.125 -0.169 0.539
Cl -5.80815 1.87754 1.09086 -0.199 0.088 0.132 -0.228
C -4.11591 1.79609 -1.00392 -0.128 -0.031 0.080 -0.915
C -2.97419 1.36949 -1.65052 0.092 -0.220 0.096 -0.172
N -0.03524 -0.82179 -1.23270 -0.884 0.304 0.136 -0.032
C 0.96285 -0.89514 -2.15977 0.038 0.747 -0.943 0.802
C 2.16782 -1.78978 -2.03353 0.104 -0.103 -0.181 -1.259
N 2.56117 -2.19868 -0.70705 -0.062 0.209 -0.013 0.097
C 2.84510 -1.07059 0.16464 0.336 0.130 -0.012 0.050
C 2.98128 -1.53697 1.61136 -0.063 0.090 -0.131 -1.610
C 1.65627 -2.08222 2.16114 -0.109 -0.115 0.111 0.523
C 0.73400 -1.07983 2.84472 0.470 -0.302 -0.046 0.248
O -0.15260 -1.43815 3.59426 -0.316 -0.187 0.162 -0.709
N 0.93106 0.22141 2.53714 0.137 0.470 -0.177 -0.070
C 0.05782 1.27401 2.99395 -0.069 0.085 0.399 -1.040
C -0.44692 2.12174 1.87053 0.190 0.076 -0.326 0.722
C -1.57504 2.87866 1.82794 0.257 -0.118 0.135 -0.559
C -1.71549 3.60289 0.62222 0.071 0.128 -0.132 -0.602
C -0.69140 3.38772 -0.23780 0.354 -0.080 0.043 -0.414
S 0.46932 2.29733 0.40719 -0.430 0.248 0.284 -0.318
C 0.83625 -2.71032 1.01647 0.015 -0.179 -0.022 0.260
C 1.75903 -3.23998 -0.07794 -0.155 -0.175 0.228 -1.237
H 1.10131 -0.41709 -5.22666 0.028 0.029 -0.108 0.310
H 1.02139 1.29239 -4.78610 0.081 0.074 -0.075 0.367
H 2.42033 0.30808 -4.30466 0.062 0.029 -0.025 0.387
H -1.73815 -0.70103 0.72517 0.096 -0.085 0.090 0.388
H -3.77681 0.05892 1.88714 -0.039 -0.017 0.106 0.494
H -4.78742 2.49401 -1.47902 -0.076 0.061 -0.016 0.452
H -2.74395 1.73321 -2.64017 0.007 0.055 -0.081 0.483
H 1.99932 -2.69387 -2.62826 0.104 0.056 0.007 0.390
H 3.01845 -1.25999 -2.48183 -0.052 -0.097 -0.090 0.384
H 3.78870 -0.62210 -0.17279 -0.113 0.088 0.064 0.362
H 2.06383 -0.29741 0.08294 0.057 -0.011 0.005 -0.121
H 3.72619 -2.33416 1.63330 0.037 0.034 0.049 0.413
H 3.36169 -0.72747 2.23792 0.077 -0.037 -0.001 0.507
H 1.87105 -2.85242 2.90860 -0.063 0.136 -0.011 0.424
H 1.65579 0.48655 1.89165 0.058 -0.218 0.084 0.236
H 0.59126 1.91019 3.71758 -0.153 -0.149 -0.073 0.280
H -0.77766 0.79504 3.51452 0.142 0.112 -0.049 0.457
H -2.28859 2.91798 2.63080 -0.154 -0.043 0.198 0.511
H -2.54705 4.24980 0.40932 -0.161 0.104 -0.083 0.450
H -0.53741 3.79437 -1.21714 -0.037 0.106 -0.229 0.501
H 0.18959 -1.95789 0.56392 0.052 -0.158 0.132 -0.439
H 0.20863 -3.51230 1.40356 -0.030 -0.008 0.035 0.535
H 2.44623 -3.98289 0.34788 -0.168 -0.092 -0.024 0.344
H 1.16249 -3.73919 -0.84281 0.059 -0.043 -0.015 0.538


(2)
51
Properties=species:S:1:pos:R:3:forces:R:3:mulliken_spin:R:1 method="wB97M-V/def2-TZVPD" s_squared=0.756 multiplicity=2 e_above_lowest_kj_mol=0.00 total_charge=+1 homo_lumo_gap_ev="7.418 / 7.226"
Os 0.67583 -0.92855 0.79290 0.326 0.632 0.547 0.863
O -0.06162 -0.75309 2.66302 0.128 -0.130 -0.380 0.059
N 0.25178 0.36579 3.36181 -0.229 -0.272 0.435 -0.005
C -0.14932 0.38172 4.65524 -0.060 -0.023 0.125 -0.002
C 0.12743 1.45992 5.44320 -0.061 -0.165 -0.062 0.001
C 0.82895 2.53440 4.88521 0.079 0.111 -0.085 0.000
C 1.21989 2.48526 3.57218 0.046 0.105 0.052 -0.004
C 0.92258 1.36064 2.79224 0.205 0.335 -0.150 0.002
S 1.36233 1.20389 1.13211 -0.166 -0.441 -0.291 0.036
H -0.66981 -0.51077 4.96808 -0.001 0.017 0.031 0.000
H -0.18809 1.46398 6.47510 -0.013 -0.024 0.002 0.000
H 1.06607 3.40000 5.48779 0.004 0.005 -0.005 0.000
H 1.76617 3.29654 3.11236 0.007 -0.005 -0.011 0.000
O 5.86426 -0.54501 -2.56114 -0.012 -0.013 0.059 0.000
S 4.90045 0.19313 -1.81435 -0.039 -0.096 -0.118 -0.001
O 5.28372 1.33773 -1.05216 -0.050 0.001 0.043 0.001
N 4.05132 -0.84990 -0.80584 0.012 -0.003 0.060 0.009
C 2.83028 -0.91078 -1.16195 0.425 0.480 -0.230 -0.050
O 1.93561 -1.62499 -0.49207 -0.548 -0.180 0.057 0.038
C 2.42070 -0.11424 -2.35295 -0.079 -0.062 -0.002 0.034
C 1.18531 -0.01397 -2.96482 0.113 0.063 -0.040 0.000
C 1.07165 0.80957 -4.07907 -0.037 -0.003 -0.011 0.003
C 2.17134 1.50999 -4.56481 -0.001 -0.008 0.013 0.001
C 3.41634 1.40413 -3.95159 -0.038 0.005 0.006 0.001
C 3.50469 0.58452 -2.84845 0.081 -0.047 0.142 0.001
H 0.34633 -0.58116 -2.59586 -0.092 -0.047 0.012 -0.007
H 0.12079 0.90134 -4.58805 0.001 -0.005 0.008 0.000
H 2.05594 2.14025 -5.43605 0.012 0.004 -0.004 0.000
H 4.27635 1.94152 -4.32612 0.011 -0.001 -0.002 0.000
C -2.55568 -2.69663 1.83273 -0.029 -0.063 0.043 -0.003
C -2.87306 -1.26496 1.42706 -0.028 0.097 -0.053 0.013
As -1.61248 -0.58230 0.12066 0.068 -0.181 -0.337 0.012
C -1.92237 -1.57237 -1.53909 -0.228 0.097 0.138 -0.001
C -1.09387 -2.84463 -1.66295 0.050 -0.035 -0.045 -0.002
C -2.14865 1.24756 -0.25075 0.143 -0.075 0.063 0.004
C -3.58364 1.33973 -0.75384 -0.033 0.063 -0.024 0.000
H -3.22177 -3.01867 2.63290 -0.007 -0.003 -0.014 0.000
H -1.53302 -2.78464 2.20169 -0.008 -0.021 0.008 0.001
H -2.68701 -3.38990 1.00190 0.000 0.007 0.002 0.000
H -2.83464 -0.58455 2.27922 0.036 -0.019 -0.006 0.000
H -3.86438 -1.17454 0.97912 0.003 -0.041 0.017 0.001
H -1.72298 -0.87118 -2.35085 0.026 -0.012 -0.005 -0.003
H -2.99258 -1.78990 -1.57449 0.025 -0.003 0.034 0.000
H -0.02244 -2.64290 -1.61893 -0.024 -0.005 -0.013 0.001
H -1.29319 -3.32608 -2.62029 -0.017 -0.007 0.013 0.000
H -1.33374 -3.56349 -0.87939 -0.006 0.003 0.005 0.001
H -1.43137 1.62613 -0.98065 0.000 0.013 -0.007 -0.003
H -1.99961 1.81614 0.66944 -0.005 -0.018 -0.023 0.000
H -3.73607 0.75214 -1.65950 0.001 -0.008 -0.002 0.000
H -3.82253 2.37535 -0.99504 0.000 -0.005 0.000 0.000
H -4.30220 1.00782 -0.00489 0.009 -0.015 0.007 0.000


(3)
83
Properties=species:S:1:pos:R:3:forces:R:3:mulliken_charge:R:1 method="wB97M-V/def2-TZVPD" e_above_lowest_kj_mol=0.00 total_charge=+3 homo_lumo_gap_ev=2.444
Al -0.49324 -1.14461 -0.10218 0.642 0.936 0.199 1.626
C 4.04607 3.79783 0.07346 0.266 1.073 -0.260 -1.280
C 2.58313 3.33775 0.04629 1.638 0.633 0.282 0.267
O 2.12352 3.22455 1.41042 -1.024 -1.546 -0.212 -0.269
P 1.55914 1.85447 2.02338 1.387 2.447 2.474 0.525
O 0.65508 1.07307 1.15680 -0.312 -1.262 -0.777 -0.325
O 0.92155 2.46028 3.35899 0.136 -0.462 -1.153 -0.258
C 0.00037 1.66932 4.13159 -0.906 -0.157 0.129 -0.048
C -1.29453 2.44233 4.34939 0.084 0.394 0.163 -1.281
O 2.86878 1.16535 2.61148 -1.203 -0.558 -1.672 -0.026
C 3.84515 1.92495 3.34405 0.497 -0.215 1.913 -0.122
C 4.07323 1.13269 4.65029 0.479 -0.237 -0.811 -1.177
H 4.17180 4.69139 0.68788 -0.166 -0.117 0.185 0.404
H 4.83266 3.09995 0.35415 -0.416 -0.426 0.127 0.204
H 4.28789 4.16332 -0.92888 -0.050 -0.211 -0.108 0.445
H 2.02620 4.17611 -0.36753 -0.325 -0.354 -0.280 0.303
H 2.55846 2.41260 -0.52450 -0.787 -0.103 0.136 -0.051
H -0.22061 0.73402 3.61201 0.097 -0.013 -0.087 0.215
H 0.45771 1.41555 5.08834 0.165 0.223 -0.065 0.277
H -1.80578 2.74004 3.43389 0.154 -0.337 -0.202 0.301
H -1.96843 1.83351 4.95187 0.004 0.020 0.022 0.399
H -1.10422 3.37801 4.87555 0.106 -0.132 0.180 0.346
H 4.75645 1.96246 2.74565 -0.103 0.046 -0.062 0.267
H 3.49962 2.92774 3.58932 -0.138 0.054 -0.400 0.392
H 4.78326 1.59879 5.33275 -0.150 0.380 -0.130 0.395
H 3.13037 0.94609 5.15886 -0.001 0.091 0.032 0.224
H 4.53478 0.18231 4.37692 -0.208 -0.156 0.130 0.324
C -6.04178 2.99906 -0.90646 0.947 0.355 0.070 -1.212
C -5.09373 1.79046 -0.81985 -1.593 0.035 0.439 -0.110
O -4.34565 1.70421 -2.02787 0.792 -0.780 -0.165 -0.188
P -3.63508 0.35184 -2.49446 -0.954 1.127 -3.306 0.443
O -2.72098 -0.10897 -1.40793 1.367 -0.893 1.120 -0.208
O -4.83537 -0.55296 -2.99963 0.486 0.706 1.524 -0.171
C -4.71713 -1.95333 -3.33604 0.658 -0.709 -1.840 -0.058
C -5.72651 -2.29502 -4.40931 -2.027 1.137 0.485 -1.301
O -2.88973 0.78624 -3.84688 -0.064 -0.627 2.134 -0.282
C -3.68195 1.40777 -4.90319 -0.549 0.774 0.206 -0.015
C -2.95025 2.60034 -5.45764 0.620 -0.136 -1.016 -1.329
H -6.76508 2.99326 -0.09254 0.028 -0.231 0.016 0.381
H -5.42436 3.89018 -0.78186 -0.183 0.145 -0.048 0.322
H -6.55431 3.09610 -1.86082 -0.025 -0.361 -0.007 0.347
H -4.43000 1.91349 0.04158 0.219 0.092 -0.166 0.219
H -5.65499 0.86526 -0.66742 0.057 -0.074 -0.113 0.362
H -3.76396 -2.06277 -3.86361 0.371 -0.244 0.700 0.294
H -4.81690 -2.59990 -2.46778 0.115 0.260 0.165 0.289
H -5.79706 -3.34173 -4.69047 0.528 -0.014 -0.003 0.395
H -6.72979 -2.03164 -4.04877 0.018 -0.329 0.334 0.330
H -5.70015 -1.62519 -5.27027 0.787 -0.319 -0.201 0.289
H -3.91225 0.62851 -5.63017 0.193 0.128 -0.113 0.283
H -4.63357 1.74727 -4.47930 -0.023 -0.160 0.050 0.342
H -2.05142 2.28248 -5.99407 0.044 -0.078 0.113 0.334
H -3.55152 3.09221 -6.22449 -0.230 -0.116 0.107 0.389
H -2.63494 3.37816 -4.76409 -0.296 -0.284 0.429 0.325
C 3.81567 1.44291 -3.62564 -0.257 -0.500 -0.340 -0.751
C 3.51643 -0.04669 -3.42397 -0.115 0.617 -0.402 -0.291
O 4.06739 -0.45907 -2.15111 -0.079 -0.100 0.203 -0.314
C 3.32970 -0.45459 -1.06821 2.254 0.023 0.116 0.690
O 2.12364 -0.28608 -1.05821 -1.984 -0.389 0.207 -0.450
O 4.05162 -0.57706 0.03649 -1.608 0.024 0.573 -0.218
C 5.42745 -0.21988 0.06031 1.174 0.264 -2.075 -0.731
H 3.55320 2.07366 -2.77730 -0.027 -0.205 0.233 0.033
H 3.21013 1.80180 -4.45847 0.191 -0.005 -0.140 0.392
H 4.87062 1.56553 -3.86072 -0.029 0.179 0.020 0.331
H 4.03013 -0.64154 -4.17555 0.158 -0.024 0.141 0.299
H 2.46082 -0.30056 -3.49246 -0.027 0.107 0.301 0.275
H 5.87512 -0.29886 1.04266 -0.497 -0.211 0.140 0.274
H 5.56598 0.77395 -0.37897 -0.272 0.234 0.545 0.278
H 5.96149 -0.81045 -0.68867 0.139 -0.469 0.514 0.385
C 1.67747 -7.06090 2.66460 -1.379 0.823 -0.887 -0.975
C 1.72083 -5.63602 3.21857 2.103 -0.818 0.135 -0.224
O 1.14357 -4.71647 2.27507 -0.824 0.849 -0.591 -0.301
C -0.11906 -4.33497 2.30815 1.945 -1.440 1.852 0.793
O -0.56505 -3.55148 1.49177 -1.197 1.577 -1.433 -0.532
O -0.76090 -4.86643 3.32262 0.019 -0.085 -0.137 -0.289
C -2.16483 -4.68125 3.47279 -1.269 0.606 -1.204 -0.649
H 2.04831 -7.82277 3.34158 0.018 0.107 0.053 0.362
H 2.19255 -7.05462 1.70371 0.444 -0.199 0.244 0.322
H 0.64157 -7.23973 2.35990 -0.053 -0.537 0.454 0.265
H 2.77972 -5.36984 3.17494 -0.142 0.347 0.201 0.261
H 1.41958 -5.50464 4.25469 -0.681 0.065 -0.216 0.370
H -2.71148 -5.35400 2.80874 0.263 -0.392 0.241 0.323
H -2.44512 -3.69795 3.08895 0.117 0.160 0.495 0.257
H -2.48648 -4.82721 4.49683 0.461 -0.023 0.089 0.266


(4)
11
Properties=species:S:1:pos:R:3:forces:R:3:mulliken_charge:R:1 method="wB97M-V/def2-TZVPD" e_above_lowest_kj_mol=141.91 homo_lumo_gap_ev=8.476 smiles="S=CCCS"
S -2.70151 -0.74247 -0.16226 -0.727 -1.762 -0.336 -0.240
C -1.57104 0.30794 0.12238 -0.184 1.253 -0.962 -0.325
C -0.22244 0.53588 -0.41422 0.399 1.184 0.726 -0.011
C 0.57224 -0.59200 0.02575 2.163 -3.855 0.235 -0.922
S 2.42437 -0.53673 -0.19396 -0.496 0.076 -0.233 -0.221
H -1.87385 1.17561 0.58297 -0.942 1.858 1.827 0.326
H 0.22053 1.46587 0.01623 -0.556 -0.474 -0.463 0.245
H -0.32055 0.63537 -1.47219 0.346 0.035 -0.912 0.281
H 0.44566 -0.86703 1.07758 -0.194 0.512 -0.022 0.419
H 0.23408 -1.56092 -0.47522 0.608 1.287 0.323 0.326
H 2.79250 0.17849 0.89293 -0.417 -0.113 -0.184 0.120